Arrangement w

12
Properties=species:S:1:pos:R:3 method="wB97M-V/def2-TZVPD" smiles=NCN.O lumo_ev=0.9 charge=0
N -1.4606 0.1071 -1.4264
C -0.5350 -0.4931 -0.5005
N -0.2770 0.1822 0.7667
H -2.4192 0.0450 -1.1174
H -1.2479 1.0313 -1.7623
H -0.9109 -1.4932 -0.2854
H 0.4136 -0.6465 -1.0149
H -0.1970 1.1810 0.6321
H -0.9831 -0.0021 1.4632
O 2.9361 0.0894 1.0206
H 2.4378 0.1027 1.8495
H 2.2433 -0.1038 0.3747

---

Arrangement x

12
Properties=species:S:1:pos:R:3 method="wB97M-V/def2-TZVPD" smiles=NCN.O lumo_ev=1.0 charge=0
N -1.7835 -2.3609 0.6771
C -0.6724 -2.2899 -0.3018
N -0.9879 -2.4752 -1.7281
H -2.6733 -1.9466 0.3830
H -1.9106 -3.2578 1.0813
H -0.2492 -1.2006 -0.1104
H 0.2152 -2.8423 0.0630
H -1.9680 -2.2899 -2.0662
H -0.9945 -3.4380 -1.9387
O 3.1418 6.3566 1.0866
H 3.6583 5.7072 1.7539
H 2.2220 6.0072 1.3090

---

Stability, lowest: arrangement x

---

Arrangement w

16
Properties=species:S:1:pos:R:3 method="wB97M-V/def2-TZVPD" lumo_ev=-9.8 charge=+2
C 0.4568 1.6679 1.1491
C -1.4487 -0.5633 -1.1743
C 0.6380 0.3066 -0.3552
C 1.4595 -0.5023 1.8549
N -0.2218 -0.5152 -0.8221
N 0.7856 0.2612 1.1181
N -1.9654 -1.4650 -1.9713
H 1.3181 2.4665 1.3084
H -0.4670 1.9194 1.6639
H -1.9996 0.2827 -0.7558
H 1.4309 0.6947 -0.9936
H 0.1432 1.8708 0.2392
H 1.9360 -0.1705 2.7631
H 1.5589 -1.4990 1.4637
H -2.9504 -1.6552 -1.8276
H -1.3018 -2.0900 -2.3760

---

Arrangement x

16
Properties=species:S:1:pos:R:3 method="wB97M-V/def2-TZVPD" lumo_ev=-9.5 charge=+2
C -0.1727 1.3154 0.0940
C -1.2346 -1.2454 0.4852
C -1.6458 -0.2607 -0.5083
C 1.9431 -0.0166 -0.1042
N -1.4348 1.0838 -0.1611
N 0.5126 0.1854 0.0071
N -0.3356 -0.7897 -0.5634
H 0.2392 2.3038 0.3495
H -0.9560 -1.0542 1.5265
H -1.6347 -2.2192 0.2285
H -2.4981 -0.4346 -1.1750
H 2.4356 -0.7095 0.7359
H 2.4805 0.3681 0.7860
H 2.5623 0.6257 -0.7558
H -2.1825 1.7864 -0.1988
H 1.9215 -0.9387 -0.7463

---

Stability, lowest: arrangement x

---

Arrangement w

19
Properties=species:S:1:pos:R:3 method="wB97M-V/def2-TZVPD" smiles=CNC[C@@H](N)CS lumo_ev=0.9 charge=0
C 2.4108 -1.5612 -0.9058
N 1.4225 -1.5198 0.1733
C 0.0126 -1.2717 -0.2737
C -0.1343 0.1360 -0.8414
N -1.4679 0.2039 -1.4557
C -0.0035 1.2540 0.1955
S -1.1579 1.4257 1.5862
H 2.2262 -2.5163 -1.4402
H 3.4633 -1.4426 -0.6712
H 2.2828 -0.6782 -1.5464
H 1.3580 -2.4654 0.5304
H -0.1801 -2.0428 -1.0271
H -0.4785 -1.2544 0.7029
H 0.5592 0.3640 -1.6569
H -2.2015 -0.3172 -1.0356
H -1.7162 0.8143 -2.2013
H 1.0392 1.2192 0.5130
H 0.0401 2.2231 -0.3152
H -0.7447 0.3362 2.2635

---

Arrangement x

19
Properties=species:S:1:pos:R:3 method="wB97M-V/def2-TZVPD" smiles=CN[C@@H](CN)CS lumo_ev=1.0 charge=0
C 1.8167 0.9367 -1.4523
N 0.4113 0.7791 -1.1517
C 0.0222 0.2073 0.1212
C -1.4962 0.4332 0.1927
N -2.1764 -0.3578 1.2165
C 0.4667 -1.2630 0.1817
S 0.3886 -2.1219 1.8106
H 2.5241 0.1008 -1.3971
H 2.2390 1.6570 -0.7362
H 1.9148 1.3654 -2.4433
H -0.0874 0.5163 -1.9872
H 0.5685 0.7330 0.9141
H -1.6503 1.5051 0.3096
H -1.8982 0.0988 -0.7637
H -3.1740 -0.2713 1.1049
H -1.8564 -0.1759 2.1532
H 1.5322 -1.2845 -0.0282
H -0.0497 -1.8485 -0.5720
H 0.5046 -1.0099 2.5273

---

Arrangement y

19
Properties=species:S:1:pos:R:3 method="wB97M-V/def2-TZVPD" lumo_ev=-0.7 charge=0
C -0.0937 1.3507 -2.2309
C -0.8194 2.3034 -1.2788
S -1.2550 1.5840 0.3224
H -0.7464 0.5537 -2.5733
H 0.7988 0.9126 -1.7977
H 0.2280 1.8900 -3.1216
H -1.6896 2.6825 -1.8342
H -0.1659 3.1615 -1.1061
C 0.1468 -1.2036 2.0419
C 0.6970 -1.0649 0.8418
N 0.8776 -2.2764 0.0147
N -0.2155 -0.1503 2.8191
H 0.0176 -2.1948 2.4667
H 0.8275 -0.1350 0.3100
H 1.7999 -2.2752 -0.4333
H 0.8154 -3.1195 0.5863
H 0.1835 -2.3360 -0.7278
H -0.4502 0.6740 2.2265
H -0.9563 -0.3570 3.4742

---

Stability, lowest: arrangement y

---

Arrangement w

19
Properties=species:S:1:pos:R:3 method="wB97M-V/def2-TZVPD" lumo_ev=0.9 charge=0
H 2.1784 0.7423 1.7199
N 1.4252 1.2714 1.2879
C 1.6145 1.4994 0.0499
N 2.8083 1.4469 -0.6197
H 0.8690 2.0818 -0.4952
H 2.9630 1.8907 -1.4931
H 3.5874 0.9591 -0.2121
C -2.1339 -1.2562 -1.1761
C -0.9454 -0.5740 -0.5186
C -0.6238 -1.1040 0.8958
S -1.3812 -0.1493 2.2248
H -1.8689 -2.3051 -1.3669
H -2.3261 -0.7617 -2.1275
H -3.0504 -1.3216 -0.5932
H -0.0601 -0.6973 -1.1427
H -1.1699 0.4913 -0.4083
H 0.4436 -1.2800 1.0263
H -1.0836 -2.0949 0.9875
H -1.2461 1.1613 1.9614

---

Arrangement x

19
Properties=species:S:1:pos:R:3 method="wB97M-V/def2-TZVPD" smiles=NCCNCCS lumo_ev=1.0 charge=0
N 2.4212 -0.4270 -2.0767
C 1.8074 0.3726 -1.0376
C 0.6567 -0.3758 -0.4131
N -0.0383 0.4287 0.5713
C -0.9650 -0.2661 1.4718
C -2.3533 0.3773 1.4897
S -3.4087 -0.2113 0.1233
H 1.9463 -0.3282 -2.9577
H 3.4221 -0.4115 -2.1393
H 2.5347 0.6399 -0.2627
H 1.4983 1.3630 -1.4005
H 1.0864 -1.2930 0.0246
H -0.0161 -0.7616 -1.1773
H 0.5670 1.0378 1.1015
H -0.5566 -0.3045 2.4749
H -1.0509 -1.3137 1.1709
H -2.8343 0.1352 2.4305
H -2.2820 1.4565 1.3985
H -2.4348 -0.1184 -0.7920

---

Stability, lowest: arrangement w

---

Arrangement w

19
Properties=species:S:1:pos:R:3 method="wB97M-V/def2-TZVPD" smiles=NCCNCCS lumo_ev=1.1 charge=0
N 1.9238 0.1058 -0.9551
C 2.1490 -0.2690 0.4360
C 1.0013 0.1860 1.3376
N -0.2600 -0.4320 0.9435
C -1.1243 0.3984 0.1148
C -1.8987 -0.4270 -0.8869
S -2.8638 0.5545 -2.0542
H 2.7638 0.4501 -1.3920
H 1.5537 -0.6696 -1.4882
H 2.2573 -1.3561 0.5365
H 3.0748 0.1638 0.8256
H 1.2412 -0.1206 2.3537
H 0.9340 1.2747 1.2946
H -0.7812 -0.7231 1.7566
H -1.8561 0.9714 0.6795
H -0.5276 1.1373 -0.4211
H -2.5453 -1.1608 -0.3969
H -1.2481 -1.0592 -1.4984
H -3.7937 0.9753 -1.1857

---

Arrangement x

19
Properties=species:S:1:pos:R:3 method="wB97M-V/def2-TZVPD" smiles=C[C@H](S)CN(C)N lumo_ev=1.0 charge=0
C -1.5205 1.5858 -0.4770
C -1.3977 0.0626 -0.2946
S -2.9465 -0.5407 0.4269
C -0.0796 -0.4893 0.5330
N 1.2004 -0.0590 -0.0724
C 2.2585 -0.5190 0.8282
N 1.3409 -0.6313 -1.3298
H -1.3370 2.0443 0.5522
H -0.7533 1.8156 -1.2017
H -2.4259 1.8742 -1.0040
H -1.4476 -0.3207 -1.3556
H -3.3385 0.5677 1.1287
H -0.0143 -1.7176 0.7414
H -0.2175 -0.0940 1.5815
H 3.2308 -0.3373 0.4073
H 2.0544 0.0489 1.7281
H 2.1193 -1.5792 1.1478
H 1.3783 -1.6177 -1.2927
H 1.8958 -0.0934 -2.0472

---

Arrangement y

19
Properties=species:S:1:pos:R:3 method="wB97M-V/def2-TZVPD" smiles=CN[C@H](CN)CS lumo_ev=0.8 charge=0
C -1.7792 0.5643 -1.4461
N -1.1033 1.0736 -0.1435
C -0.0334 0.1913 0.4465
C 1.2792 0.8340 0.0395
N 2.4248 0.2126 0.8181
C -0.2040 -1.3429 -0.0098
S 0.3637 -2.1117 1.5098
H -1.0512 0.0838 -2.2245
H -2.5527 -0.1098 -0.9949
H -2.3741 1.2360 -2.1563
H -0.7453 2.0860 -0.1183
H -0.1964 0.3089 1.6259
H 1.2721 1.9860 0.3426
H 1.4370 0.9102 -0.9817
H 2.5100 -0.7147 1.0195
H 2.4426 0.6813 1.7098
H -1.2648 -1.6133 -0.2066
H 0.4523 -1.5623 -0.8614
H -0.8774 -2.7134 1.6313

---

Arrangement z

19
Properties=species:S:1:pos:R:3 method="wB97M-V/def2-TZVPD" smiles=CNC[C@@H](N)CS lumo_ev=0.8 charge=0
C 2.0077 -0.6852 -2.4394
N 1.8021 -1.4407 -1.2180
C 0.4674 -1.3105 -0.6268
C 0.1776 0.0400 0.0837
N -0.2968 1.0302 -0.8840
C -0.8436 -0.2506 1.1887
S -1.6232 1.2258 1.9313
H 1.6817 0.3663 -2.4028
H 1.4170 -1.1295 -3.2414
H 3.0473 -0.7695 -2.7508
H 2.4884 -1.1638 -0.5177
H -0.2454 -1.3583 -1.4522
H 0.3480 -2.1754 0.0324
H 1.1245 0.3722 0.5146
H 0.2613 1.8682 -0.8011
H -1.2568 1.3009 -0.6976
H -1.6584 -0.8046 0.7192
H -0.3992 -0.8456 1.9680
H -1.0816 1.1288 3.1483

---

Stability, lowest: arrangement y

---

Arrangement w

19
Properties=species:S:1:pos:R:3 method="wB97M-V/def2-TZVPD" smiles=NC[C@H](N)CCS lumo_ev=0.8 charge=0
N 0.1630 0.5530 -2.5036
C -0.0099 -0.2160 -1.2623
C 0.4054 0.5842 -0.0306
N 1.7015 1.2494 -0.1900
C 0.4821 -0.3403 1.1793
C -0.7951 -1.1335 1.4987
S -2.3159 -0.1276 1.4701
H -0.2104 1.4893 -2.3555
H -0.4926 0.1854 -3.1885
H -1.0406 -0.5925 -1.1725
H 0.6547 -1.0882 -1.3281
H -0.3258 1.3696 0.1854
H 1.5998 2.1063 -0.7160
H 2.3537 0.6740 -0.7101
H 0.8368 0.1971 2.0573
H 1.2606 -1.0901 0.9725
H -0.6957 -1.5124 2.5121
H -0.8991 -1.9844 0.8389
H -2.6724 -0.3234 2.7430

---

Arrangement x

19
Properties=species:S:1:pos:R:3 method="wB97M-V/def2-TZVPD" lumo_ev=0.0 charge=0
C -0.1400 -3.0432 0.1041
C 0.4548 -1.9170 0.9579
S -0.6616 -0.4812 1.1467
H -0.4076 -2.6672 -0.8920
H -1.0324 -3.3989 0.5837
H 0.5743 -3.8670 0.0044
H 1.4312 -1.5973 0.5180
H 0.7012 -2.2832 1.9533
C -0.0086 3.0053 0.2453
N 0.3733 -0.0229 -1.7012
C 0.7230 1.0405 -0.9987
N 0.0078 2.1641 -0.9684
H 0.6041 3.9307 0.0888
H 0.3908 2.4063 1.0810
H -1.0679 3.2418 0.4883
H -0.3016 0.1059 -2.5028
H 0.1508 -0.7804 -1.0189
H 1.5173 0.9104 -0.2275
H -0.8180 2.1953 -1.5885

---

Arrangement y

19
Properties=species:S:1:pos:R:3 method="wB97M-V/def2-TZVPD" smiles=CN[C@@H](CN)CS lumo_ev=0.9 charge=0
C 1.6578 0.2158 1.7532
N 0.5124 0.8885 1.1141
C -0.2111 0.0294 0.1859
C -1.5160 0.7691 -0.2933
N -2.3752 -0.0634 -1.0988
C 0.7076 -0.2707 -1.0216
S 0.5737 -2.0430 -1.4650
H 2.5325 0.3351 1.1424
H 1.4738 -0.8531 1.9086
H 1.8577 0.6706 2.7220
H -0.0484 1.2333 1.8815
H -0.6723 -0.7985 0.7583
H -1.9413 1.1514 0.6216
H -1.1535 1.5550 -0.9650
H -3.1375 -0.5114 -0.6180
H -1.9023 -0.7293 -1.6910
H 1.6995 0.0743 -0.7628
H 0.3334 0.3242 -1.8549
H 1.6092 -1.9774 -2.3170

---

Stability, lowest: arrangement x

---

Arrangement w

19
Properties=species:S:1:pos:R:3 method="wB97M-V/def2-TZVPD" smiles="N/C=C/N.CCS" lumo_ev=0.8 charge=0
N -3.6737 0.1811 -0.3984
C -2.6359 -0.6599 -0.8702
C -1.3218 -0.4615 -0.8434
N -0.3803 -1.5040 -1.0469
H -3.8954 -0.0575 0.5532
H -3.3684 1.1508 -0.3511
H -2.9480 -1.6444 -1.2099
H -0.8895 0.5124 -0.6646
H 0.2180 -1.3824 -1.8526
H -0.8526 -2.3970 -1.1239
C 2.9922 1.3988 1.2182
C 1.8254 0.6739 0.5797
S 1.6551 -1.0319 1.1977
H 3.9245 0.8450 1.0939
H 2.8413 1.5243 2.2898
H 3.1413 2.3828 0.7761
H 1.8955 0.6729 -0.5105
H 0.9074 1.2022 0.8337
H 0.5649 -1.4056 0.3292

---

Arrangement x

19
Properties=species:S:1:pos:R:3 method="wB97M-V/def2-TZVPD" smiles=NCCNCCS lumo_ev=0.9 charge=0
N 1.4034 3.0169 0.2599
C 1.0859 2.1292 -0.8567
C 0.6269 0.7055 -0.4637
N -0.2813 0.8458 0.6901
C -1.1854 -0.2570 0.9387
C -0.4943 -1.6170 0.8792
S -0.6965 -2.3537 -0.7537
H 1.2334 2.5932 1.1634
H 2.4009 3.1888 0.2600
H 0.2224 2.4176 -1.4763
H 1.8854 2.2662 -1.5929
H 0.1051 0.3498 -1.3481
H 1.4506 0.0294 -0.2445
H -0.4913 1.8265 0.7079
H -1.4674 -0.1006 1.9886
H -2.1375 -0.2496 0.3956
H -0.9574 -2.2155 1.6697
H 0.5122 -1.5093 1.2843
H 0.3725 -3.1537 -0.8404

---

Stability, lowest: arrangement x

---

Arrangement w

8
Properties=species:S:1:pos:R:3 method="wB97M-V/def2-TZVPD" lumo_ev="0.0 / 0.0" charge=0
C 0.7066 -0.1011 -0.3257
N 0.8953 -2.4679 -0.0041
F 0.4477 1.1237 -0.0825
S 0.2869 -1.2118 0.7570
Cl -2.3008 3.0646 -0.4794
H 1.4050 -0.5211 -1.0528
H -2.1287 3.4461 0.6350
H 0.6880 -3.3325 0.5525

---

Arrangement x

8
Properties=species:S:1:pos:R:3 method="wB97M-V/def2-TZVPD" lumo_ev=-0.4 charge=0
C -0.9668 0.4220 -0.3401
N 1.2353 0.1244 0.4347
F -0.6457 1.2080 -1.4553
S 0.1937 -0.8909 -0.2956
Cl -0.7513 -1.9640 1.2277
H 0.6697 0.9671 0.6030
H -1.9750 0.0322 -0.5261
H 2.2402 0.1013 0.3516

---

Stability, lowest: arrangement x

---

Arrangement w

13
Properties=species:S:1:pos:R:3 method="wB97M-V/def2-TZVPD" lumo_ev=-6.2 charge=+1
C 1.8017 -0.8683 0.2433
C 2.0066 0.5105 0.1575
C -0.3476 -1.0257 -0.7066
C -0.5667 0.2277 -0.2016
C -1.9407 0.8288 0.0928
N 0.7265 -1.4916 -0.1717
S 0.6610 1.4933 0.1877
H 2.6775 -1.4000 0.6230
H 2.9575 0.9183 0.2928
H -0.9453 -1.8339 -1.3944
H -2.6510 0.5843 -0.6060
H -2.2386 1.8433 0.4370
H -2.1410 0.2134 1.0462

---

Arrangement x

13
Properties=species:S:1:pos:R:3 method="wB97M-V/def2-TZVPD" smiles="CC1=CS[N+]2=C[C@H]12" lumo_ev=-5.8 charge=+1
C -1.6965 0.5491 0.0249
C -0.2376 0.2929 0.0499
C 0.7200 1.2831 -0.1272
S 2.3834 0.7278 0.0353
N 1.7610 -0.7855 0.1428
C 1.1091 -1.6960 -0.4336
C 0.3339 -0.9128 0.5937
H -2.1322 -0.4213 -0.3161
H -1.8069 1.3121 -0.7928
H -2.1697 0.8027 1.0236
H 0.7619 2.3219 -0.3209
H 1.0668 -2.1446 -1.3905
H -0.0930 -1.3295 1.5110

---

Stability, lowest: arrangement x

---

Arrangement w

12
Properties=species:S:1:pos:R:3 method="wB97M-V/def2-TZVPD" lumo_ev=1.0 charge=0
O 2.2520 -0.6974 1.0625
N 1.5619 0.4308 0.5756
C 0.3811 0.1334 0.1981
C -0.6330 1.0610 -0.4542
N -1.6724 0.0409 -0.2168
C -0.6721 -0.9128 0.1138
H 3.0534 -0.2939 1.4204
H -0.5128 1.3038 -1.5189
H -0.7444 1.9576 0.1449
H -2.3392 -0.1814 -0.9505
H 0.3052 -0.9180 -0.7822
H -0.9798 -1.9240 0.4073

---

Arrangement x

12
Properties=species:S:1:pos:R:3 method="wB97M-V/def2-TZVPD" smiles="[H]/N=C/C(=C)NO" lumo_ev=0.5 charge=0
H -1.9029 -2.1110 0.0935
N -1.5145 -1.1728 0.1062
C -0.2560 -1.0934 0.0096
C 0.4459 0.1885 0.0218
C 1.7915 0.2007 -0.0485
N -0.2822 1.3325 0.2611
O -1.5977 1.4421 -0.2419
H 0.4085 -1.9585 -0.0949
H 2.3568 -0.7117 -0.0666
H 2.3485 1.1202 -0.0418
H 0.1954 2.2020 0.0573
H -1.9932 0.5614 -0.0559

---

Arrangement y

12
Properties=species:S:1:pos:R:3 method="wB97M-V/def2-TZVPD" lumo_ev=0.5 charge=0
O 2.4053 -0.6608 0.8380
N 1.6495 0.5116 0.6060
C 0.4895 0.1507 0.2168
C -0.6548 1.0493 -0.2043
N -1.4863 -0.1853 -0.4406
C -0.2464 -1.0530 0.0398
H 3.2402 -0.2999 1.1514
H -0.4737 1.5571 -1.1585
H -1.0819 1.7655 0.5030
H -1.9305 -0.2852 -1.3601
H -0.0338 -1.9159 -0.5683
H -1.8770 -0.6341 0.3769

---

Stability, lowest: arrangement y

---

Arrangement w

12
Properties=species:S:1:pos:R:3 method="wB97M-V/def2-TZVPD" lumo_ev="-0.9 / -0.9" charge=0
N -0.5872 1.1369 0.7630
C 0.6170 1.1542 0.0089
O 1.3499 2.0690 0.3439
N 0.8214 0.1533 -0.8862
C 0.2226 -1.3015 0.3540
C -0.1476 -0.9266 -0.9796
H -1.3610 1.1955 0.1115
H -0.5707 1.9356 1.3964
H 1.2274 -1.6438 0.5275
H -0.4889 -1.3847 1.1720
H 0.1376 -1.6479 -1.7399
H -1.2204 -0.7400 -1.0715

---

Arrangement x

12
Properties=species:S:1:pos:R:3 method="wB97M-V/def2-TZVPD" smiles="COC1=NN1C" lumo_ev=0.6 charge=0
C 1.5310 -0.7526 0.0385
O 1.3037 0.4724 0.6012
C 0.1649 1.1935 0.6586
N -0.7093 2.0238 0.1299
N -1.1377 0.6948 0.8798
C -1.3964 -0.0558 -0.2714
H 0.5939 -1.3226 -0.0703
H 1.9619 -0.4695 -1.0430
H 2.3424 -1.1391 0.6931
H -0.7640 0.0723 -1.1143
H -1.5424 -1.1568 -0.0324
H -2.3479 0.4397 -0.4699

---

Stability, lowest: arrangement x

---

Arrangement w

12
Properties=species:S:1:pos:R:3 method="wB97M-V/def2-TZVPD" lumo_ev=0.9 charge=0
C -0.5960 -0.9794 1.5515
C 2.0287 0.1737 -1.0437
C -1.6032 0.0765 1.3830
N 0.6549 0.4699 -2.9523
N 1.4380 0.4414 -2.0175
O 0.5292 -0.8798 1.0673
H -0.8221 -1.9333 2.0932
H 2.6251 0.5532 -0.2464
H -1.5738 0.9802 2.0931
H -2.7208 -0.2028 1.4234
H -1.3007 0.5382 0.3926
H 1.3407 0.7621 -3.7441

---

Arrangement x

12
Properties=species:S:1:pos:R:3 method="wB97M-V/def2-TZVPD" smiles="N#CC=O.[H][H].C=N" lumo_ev=-0.9 charge=0
N -2.1055 1.0169 -1.9446
C -1.2963 0.2484 -1.6409
C -0.2636 -0.7449 -1.2890
O -0.5408 -1.7640 -0.7165
H 0.7561 -0.4975 -1.6208
H -0.3081 -1.1411 1.7707
H -0.4756 -1.7049 1.3134
C 0.6565 1.1653 0.5814
N 0.7699 0.5075 1.6580
H -0.2550 1.7425 0.4116
H 1.4237 1.2044 -0.2020
H 1.6386 -0.0325 1.6787

---

Stability, lowest: arrangement w